Entry 1:
Formula: C6H10O
Source: the Open Molecules 2025 dataset
Level of theory: ωB97M-V/def2-TZVPD

```
17
Properties=species:S:1:pos:R:3
C -1.96 -0.05 0.32
C -0.56 -0.29 0.85
O -0.19 -1.67 0.96
C 1.05 -1.68 0.27
C 0.71 -1.00 -1.06
C 0.63 0.09 -0.04
C 1.12 1.50 -0.25
H -2.19 1.03 0.34
H -2.08 -0.41 -0.70
H -2.69 -0.56 0.95
H -0.45 0.16 1.84
H 1.53 -0.47 0.71
H 1.55 -0.91 -1.75
H -0.21 -1.33 -1.52
H 0.41 2.05 -0.88
H 1.22 2.03 0.70
H 2.09 1.51 -0.75
```

Calculated values
Relative energy (zero: lowest compared OMol25 entry of this formula, charge and spin)   384.86 kJ/mol
Multiplicity   1
HOMO-LUMO gap   9.10 eV

Atomic partial charges in e from the Löwdin method, atoms 1 to 8:
1. C -0.02
2. C -0.35
3. O -0.12
4. C -0.04
5. C -0.12
6. C -0.37
7. C -0.02
8. H 0.09


Entry 2:
Formula: C6H10O
Source: the Open Molecules 2025 dataset
Level of theory: ωB97M-V/def2-TZVPD

```
17
Properties=species:S:1:pos:R:3
C -1.50 0.44 -1.27
C -0.88 0.25 0.11
C -0.79 -1.27 0.57
C 0.59 -1.64 1.31
C 0.89 -0.45 1.01
C 0.60 0.75 0.22
O 1.32 0.89 -0.97
H -0.91 -0.06 -2.05
H -2.51 0.01 -1.28
H -1.57 1.49 -1.54
H -1.46 0.80 0.86
H -0.85 -1.95 -0.29
H -1.61 -1.51 1.25
H 3.34 0.33 0.98
H 3.18 0.20 1.69
H 0.70 1.71 0.75
H 1.44 0.01 -1.35
```

Calculated values
Relative energy (zero: lowest compared OMol25 entry of this formula, charge and spin)   500.77 kJ/mol
Multiplicity   1
HOMO-LUMO gap   10.24 eV

Atomic partial charges in e from the Löwdin method, atoms 1 to 8:
1. C -0.06
2. C -0.30
3. C -0.17
4. C 0.01
5. C -0.09
6. C -0.36
7. O -0.02
8. H 0.08


Entry 3:
Formula: C6H10O
Source: the Open Molecules 2025 dataset
Level of theory: ωB97M-V/def2-TZVPD

```
17
Properties=species:S:1:pos:R:3
O 0.78 -1.35 1.68
C 1.59 -1.22 0.79
C 1.66 -0.03 -0.13
C 0.57 1.01 0.12
C -0.76 0.72 -0.57
C -1.37 -0.66 -0.63
C -2.00 0.41 0.22
H 2.37 -2.00 0.62
H 2.66 0.40 0.01
H 1.64 -0.40 -1.16
H 0.93 1.98 -0.23
H 0.43 1.10 1.20
H -0.93 1.32 -1.46
H -1.87 -0.94 -1.55
H -0.87 -1.47 -0.11
H -2.95 0.83 -0.10
H -1.88 0.31 1.30
```

Calculated values
Relative energy (zero: lowest compared OMol25 entry of this formula, charge and spin)   76.98 kJ/mol
Multiplicity   1
HOMO-LUMO gap   10.96 eV

Atomic partial charges in e from the Löwdin method, atoms 1 to 8:
1. O 0.04
2. C -0.26
3. C -0.16
4. C -0.17
5. C -0.29
6. C -0.13
7. C -0.12
8. H 0.12


Entry 4:
Formula: C6H10O
Source: the Open Molecules 2025 dataset
Level of theory: ωB97M-V/def2-TZVPD

```
17
Properties=species:S:1:pos:R:3
C 1.97 0.08 -1.53
O 1.28 0.91 -0.59
C 0.22 0.53 0.07
C -1.74 -0.87 0.71
C -0.41 1.71 0.76
C -0.32 -0.76 0.19
C 0.58 -1.81 -0.01
H 1.25 -0.46 -2.16
H 2.57 0.78 -2.12
H 2.57 -0.66 -1.01
H -2.45 -0.28 0.12
H -1.85 -0.57 1.76
H -2.06 -1.92 0.64
H -0.73 1.45 1.77
H -1.30 2.03 0.21
H 0.30 2.55 0.80
H 0.11 -2.73 0.39
```

Calculated values
Relative energy (zero: lowest compared OMol25 entry of this formula, charge and spin)   353.54 kJ/mol
Multiplicity   1
HOMO-LUMO gap   7.79 eV

Atomic partial charges in e from the Löwdin method, atoms 1 to 8:
1. C -0.07
2. O -0.05
3. C -0.29
4. C -0.08
5. C 0.01
6. C -0.37
7. C 0.09
8. H 0.09